a:
Formula: H80O40
Source: the Open Molecules 2025 dataset
Level of theory: the ωB97M-V functional and the def2-TZVPD basis

Last column: Mulliken charge in e.
Atoms and positions in Å:
H -0.8056 -3.5302 -2.4612  0.3750
H -0.2203 -4.7799 -1.6490  0.3525
O -0.4144 -4.4465 -2.5626  -0.6534
H -5.9380 1.1670 0.1729  0.3517
H -5.4341 2.5349 -0.1575  0.2626
O -6.1788 1.9530 -0.3298  -0.6364
H 3.5093 -4.3311 -1.6321  0.2091
H 3.8495 -5.5118 -0.4854  0.2858
O 3.5060 -5.1717 -1.4057  -0.6060
H -5.2317 -2.9933 -0.7803  0.2622
H -4.2978 -3.7097 0.2240  0.2861
O -4.6513 -2.8502 -0.0374  -0.5676
H 2.4517 -0.1403 -4.3893  0.2797
H 1.5657 1.0168 -3.5739  -0.1916
O 1.8032 0.0602 -3.6089  -0.6801
H 0.9377 5.3042 -3.6167  0.2734
O 1.2840 4.6662 -3.0264  -0.4475
H 0.1622 0.1045 -2.3913  0.0544
O -0.6499 -0.3531 -2.7631  -0.3908
H 3.8002 -2.1448 -2.4855  0.1484
H 2.4147 -1.6950 -2.8649  0.1142
O 2.9276 -2.1544 -2.2215  -0.1341
H 4.9356 3.0954 1.2663  0.2897
H 4.7904 2.6468 2.5795  0.3226
O 5.4556 3.1240 2.0182  -0.6279
H -1.8282 0.7482 -4.4322  0.2508
H -2.9434 1.8056 -4.4113  0.3356
O -2.5030 1.1376 -4.7635  -0.6530
H 2.7454 -4.5257 0.6129  0.3194
H 3.0014 -5.9932 0.9535  0.2133
O 2.3254 -5.4736 1.0291  -0.6868
H 2.7354 -0.2131 -1.8167  0.2865
O 2.3750 0.4047 -1.1946  -0.4831
H 0.7848 -3.1268 4.8191  0.2841
H 1.4864 -1.9667 4.5305  0.3517
O 1.6470 -2.7623 5.0865  -0.6911
H 0.1849 3.2017 2.3385  0.2510
H 1.7021 3.6196 2.5735  0.1541
O 1.0728 2.9883 2.5593  -0.4458
H -2.6645 4.7870 -0.9691  0.2675
H -2.0849 6.0306 -0.5645  0.3214
O -2.4065 5.6133 -1.3686  -0.5780
H -1.8728 4.0010 1.2287  0.2132
H -3.1118 3.3687 1.6967  0.3814
O -2.6659 4.1900 1.8415  -0.6493
H 0.5050 3.2231 4.3600  0.3615
H -0.5206 3.8757 5.2517  0.2601
O -0.4472 3.2424 4.4891  -0.5553
H 2.4878 -3.2339 -4.6055  0.3065
H 2.2067 -2.2482 -5.7209  0.2977
O 2.8398 -2.6554 -5.1990  -0.6081
H 1.1488 2.4677 0.6283  0.1477
O 1.3427 2.7296 -0.3637  -0.4826
H -0.4451 -3.6165 0.3102  0.4168
H -0.7900 -1.9587 0.2122  0.0424
O -1.0187 -2.8936 0.4882  -0.3076
H 2.3043 1.4736 4.1993  0.4776
O 1.9541 1.8865 5.0764  -0.5985
H -4.1121 0.4970 0.9417  0.2402
H -4.0573 -0.7129 0.1424  0.1177
O -3.8618 0.2006 0.0314  -0.3347
H -5.1832 -1.3931 2.8119  0.2552
H -4.1333 -0.3730 3.3542  0.3451
O -4.9345 -0.4444 2.6079  -0.6159
H -0.1118 1.1815 -0.1178  -0.4933
H -1.8014 1.2280 -0.3678  -0.1113
O -1.0493 1.2120 0.0229  1.0698
H -0.4590 -6.2955 0.5203  0.3413
H 0.9025 -5.6976 0.2571  0.4694
O 0.0789 -5.7135 -0.1754  -0.7056
H 2.5372 2.8086 -4.7364  0.2957
H 3.3530 2.3882 -3.3796  0.4023
O 3.3342 2.3358 -4.4882  -0.6411
H -0.3538 -1.4203 2.5621  0.2453
H -1.2552 -0.0631 2.3379  0.1372
O -1.1998 -0.9707 2.8054  -0.2944
H -2.9070 -2.5827 -2.4615  0.3040
H -2.5193 -1.8026 -3.5956  0.3318
O -2.5388 -2.7472 -3.2539  -0.6553
H -1.2807 3.7186 -4.5471  0.2432
H -2.4359 3.2048 -5.3143  0.3469
O -2.2388 3.7309 -4.5358  -0.5811
H -5.7366 2.4831 2.5099  0.2811
H -4.2439 2.0867 3.1070  0.2898
O -4.8016 2.3311 2.2299  -0.6464
H 4.3803 3.0951 -1.7713  0.3249
H 3.7626 4.4700 -2.3073  0.2954
O 3.4635 3.5954 -1.8593  -0.5981
H -0.6366 -5.2357 2.7431  0.3152
O -1.2325 -5.1560 1.9888  -0.6522
H 1.2248 0.1939 5.0976  0.2457
H 0.0835 -0.1063 4.4055  0.0941
O 0.9801 -0.3107 4.5043  -0.2317
H 2.1053 3.4526 -0.3855  0.1854
H 0.8151 3.9770 -3.1546  0.1300
H 2.6895 2.2681 5.3040  0.2723
H -0.1731 -1.0661 -3.1206  0.2209
H 1.6365 0.9498 -1.5536  0.1830
H -1.2840 -4.1700 1.8034  0.2343
O 5.2516 -1.4487 1.8185  -0.5430
H 5.7347 -0.6550 1.6527  0.2684
H 4.7895 -1.4587 2.5973  0.2991
O -2.4531 2.3001 -1.9820  -0.7049
H -2.8436 2.4445 -1.0927  -0.0827
H -3.0504 2.9317 -2.4476  0.3142
O 0.2191 2.0936 -2.8224  1.0675
H 0.1356 2.2751 -3.7826  0.2914
H -0.6672 2.0999 -2.4488  -0.4280
O 3.2282 0.5944 3.0521  -0.8694
H 2.3636 0.1055 3.0011  0.1437
H 3.2661 0.6669 2.1624  0.4237
O -3.3475 -1.6066 4.9344  -0.5521
H -3.3251 -2.5313 5.0205  0.2568
H -2.9192 -1.0838 5.6592  0.2900
O 2.2524 -3.0995 -0.2609  -0.1294
H 1.3871 -3.0491 -0.7522  -0.0732
H 2.4310 -2.3819 0.2438  0.1394
O 1.0834 -0.7133 1.3628  0.4759
H 0.6088 -0.0963 1.9849  -0.0923
H 1.1104 -0.4522 0.3757  -0.2843

Its net charge is 0.

b:
Formula: H80O40
Source: the Open Molecules 2025 dataset
Level of theory: the ωB97M-V functional and the def2-TZVPD basis

Last column: Mulliken charge in e.
Atoms and positions in Å:
H 4.4323 2.7753 2.9686  0.2804
H 3.5066 1.9597 2.0774  0.2359
O 4.1685 1.8684 2.7777  -0.5731
H -2.0974 -3.6573 1.0412  0.3500
H -3.4761 -3.5685 0.4865  0.2859
O -2.9882 -3.3248 1.2847  -0.6062
H 1.3645 -0.7152 1.2536  -0.3171
H 0.4161 -0.2217 2.2798  -0.2021
O 1.3688 -0.3244 2.1309  0.8430
H 4.6753 -0.2837 2.2632  0.3097
H 5.7483 0.3338 1.2255  0.2755
O 5.0125 -0.2674 1.3494  -0.6964
H 0.5294 -4.8544 4.9208  0.2686
H 1.2012 -3.9378 3.7501  0.3566
O 0.4487 -4.4198 4.0769  -0.6040
H -0.9992 0.9058 -5.1739  0.4051
O -0.5989 1.4595 -5.8390  -0.6354
H 2.8449 3.1340 -0.7016  0.2376
O 3.3480 2.8474 0.0721  -0.5788
H 1.5318 0.5762 -2.5923  0.0810
H 0.8233 -0.9567 -2.8578  0.0741
O 1.1700 -0.1164 -3.1355  -0.2709
H 3.9100 -3.9376 -0.6427  0.2557
H 5.1167 -3.0649 -0.0304  0.2613
O 4.2533 -3.4460 0.1039  -0.5574
H 2.5142 0.4684 -6.1877  0.3191
H 3.1359 0.1082 -4.9857  0.3067
O 3.3941 0.2261 -5.9141  -0.6663
H 2.5263 -2.7447 1.5627  0.0741
H 3.3152 -3.6431 2.4535  0.2087
O 2.5298 -3.0867 2.4434  -0.4934
H 4.1035 -1.5606 -1.8064  0.1558
O 4.2827 -2.1854 -2.5183  -0.5887
H -4.8511 0.2763 -1.8310  0.2821
H -5.1620 -0.9471 -2.6149  0.2825
O -4.5855 -0.6675 -1.9007  -0.3951
H -0.7742 2.0423 2.5658  0.2279
H -1.7156 3.1643 2.7584  0.3693
O -1.0423 2.6788 3.2473  -0.7294
H -0.0577 2.7239 5.9987  0.2883
H 0.2899 2.5154 4.4426  0.3999
O 0.5561 2.3542 5.3639  -0.7565
H -4.1387 -1.7149 1.5580  0.3054
H -4.1170 -1.0250 0.1197  0.1816
O -4.2044 -0.8951 1.0628  -0.5535
H -0.9814 -0.2340 6.4539  0.2100
H -0.4355 0.8538 5.3575  0.3561
O -0.8241 -0.0153 5.5462  -0.5542
H -1.2792 4.3616 -2.2955  0.2095
H -1.4213 3.2122 -3.3381  0.3357
O -1.8941 3.9024 -2.8677  -0.6324
H -0.8598 2.9021 -0.0362  -0.3223
O -0.5830 2.0259 0.2814  1.0335
H -0.9332 5.0231 1.5793  0.2721
H -1.9130 4.5358 0.4964  0.2111
O -1.6678 4.4236 1.4169  -0.6613
H 0.6690 4.0389 2.8484  0.2575
O 1.2147 3.8198 2.0932  -0.4562
H -1.3600 -1.0698 -1.4042  -0.7203
H -2.0610 0.0214 -0.6326  -0.0503
O -1.1907 -0.2459 -0.9405  1.3993
H 2.1993 -1.1867 -1.1875  -0.3395
H 2.0746 -2.1714 -0.1023  -0.4666
O 1.6047 -1.8854 -0.8872  1.7565
H -2.2127 -0.3429 2.5556  0.0881
H -1.2994 -0.4780 3.8169  0.0850
O -1.2949 -0.4295 2.8478  -0.2066
H -0.7684 -2.5261 -0.2925  0.3008
H -0.0130 -2.9326 0.8991  0.2122
O -0.3881 -3.3161 0.0852  -0.6698
H -5.3620 -3.0441 -1.6498  0.2300
H -4.2167 -4.0723 -1.7681  0.2609
O -4.4172 -3.1611 -1.5404  -0.4667
H -3.6481 -1.7716 4.1001  0.3295
H -3.0215 -1.0412 5.3325  0.2914
O -3.8462 -1.3541 4.9469  -0.6421
H 0.0447 6.7734 -1.2781  0.3283
H -0.3819 6.4736 -2.7091  0.3238
O 0.3987 6.6168 -2.1612  -0.7101
H -5.5757 2.5427 -1.1832  0.2254
H -3.9807 2.1032 -1.1722  0.2994
O -4.9042 1.8996 -1.4001  -0.6683
H 3.9312 0.5391 4.1802  0.3412
H 2.8304 -0.2765 3.4497  0.3113
O 3.5982 -0.3629 4.0363  -0.7803
H 1.6121 3.9925 -3.9324  0.2388
H 0.6064 3.3176 -4.8599  0.2367
O 0.7010 3.6870 -3.9693  -0.4354
H 1.8726 -0.2959 5.9248  0.2778
O 2.0516 -1.2412 5.9183  -0.5981
H 2.4694 0.3282 -0.3404  0.1151
H 3.9522 -0.0135 0.0869  0.5061
O 3.3701 0.2276 -0.6704  -0.8418
H -0.3564 1.6722 -0.5889  -0.1447
H -0.0011 0.9545 -6.3857  0.2747
H 2.1095 4.0557 2.3552  0.2077
H 3.7124 2.0185 -0.3101  0.4051
H 4.8779 -1.6349 -3.0305  0.2857
H 2.8951 -1.3107 5.4611  0.3417
O 0.4432 4.3121 -0.7904  -0.5197
H 1.0447 4.1236 -0.0559  0.0435
H 0.8048 5.0095 -1.3747  0.3851
O -1.7499 -5.1162 -1.9908  -0.7188
H -1.0313 -5.0417 -2.6426  0.3134
H -1.2047 -4.8184 -1.2522  0.3753
O -2.2206 0.1052 -3.6825  -0.8701
H -2.9456 -0.0569 -3.0842  0.2476
H -1.4223 -0.1614 -3.2165  0.3332
O 1.0173 -4.2015 -1.9536  -0.6943
H 1.8727 -3.8139 -2.1714  0.3382
H 0.4493 -3.4411 -2.1044  0.1023
O -2.6457 -3.2218 -3.7077  -0.6561
H -2.5359 -4.0220 -3.1569  0.4644
H -2.0939 -2.7489 -3.0652  0.1616
O -3.1797 1.9397 0.4755  -0.3190
H -2.2861 1.7461 0.7861  -0.1046
H -3.7879 1.5272 1.1001  0.2211
O -0.6905 -1.3772 -5.6720  -0.5505
H -0.6485 -2.2020 -6.1584  0.2518
H -1.5894 -1.2714 -5.3342  0.3068

Its net charge is 0.

c:
Formula: H80O40
Source: the Open Molecules 2025 dataset
Level of theory: the ωB97M-V functional and the def2-TZVPD basis

Last column: Mulliken charge in e.
Atoms and positions in Å:
H -0.1084 -1.7918 4.7722  0.3204
H -1.0250 -1.1333 5.7336  0.3262
O -0.5912 -1.9847 5.5675  -0.6723
H 2.8799 3.7877 -0.2318  0.3233
H 3.1024 2.3896 -0.4347  0.1202
O 2.3614 2.9968 -0.4822  -0.5087
H -2.9899 2.7856 0.5077  0.1900
H -1.5848 2.4744 0.8576  0.0353
O -2.3803 2.0580 0.5255  -0.0846
H -3.2884 -3.1760 4.4085  0.2675
H -3.8787 -1.7908 3.7852  0.2425
O -3.5569 -2.6921 3.6362  -0.5948
H -0.7251 4.5363 -2.8128  0.3262
H -0.7959 3.3118 -2.1457  0.1030
O -0.7812 4.2240 -1.8978  -0.4976
H 0.1812 -4.8124 -2.9588  0.3205
O 0.7308 -5.5728 -3.0455  -0.6384
H 0.4261 -2.2513 2.3414  0.0795
O 0.0035 -1.4142 2.2813  0.2152
H 0.0172 -1.3426 -1.7170  0.1431
H -1.3813 -1.0239 -1.1314  0.2095
O -0.7901 -1.7242 -1.3938  -0.0237
H -5.4610 1.8444 -1.2319  0.2059
H -4.4856 0.6886 -1.5631  0.3219
O -5.1614 1.2790 -1.9323  -0.6810
H -4.4305 -3.6370 0.6487  0.3119
H -5.1245 -4.5186 -0.2279  0.3432
O -4.6554 -4.5578 0.6178  -0.6917
H -4.4083 4.3408 -0.3163  0.2852
H -5.3765 3.9244 0.9293  0.2711
O -5.1498 3.8049 -0.0037  -0.6163
H -3.1829 -2.0122 -0.1162  0.1671
O -4.0067 -1.8696 -0.6446  -0.7079
H 5.8872 -1.3243 -2.0090  0.3082
H 4.9160 -0.5390 -3.0637  0.2265
O 5.3901 -0.5234 -2.2459  -0.6804
H 3.1374 0.5254 4.3837  0.2935
H 3.1569 0.5479 2.8754  0.3118
O 2.9428 1.0883 3.6331  -0.5888
H 0.8125 3.6135 4.1860  0.2942
H -0.6464 2.9018 4.1291  0.2868
O 0.1109 3.1328 4.6271  -0.6244
H 5.3415 3.9124 -1.7151  0.2996
H 5.7014 2.7954 -0.7529  0.3950
O 5.1435 3.6070 -0.8228  -0.6391
H -0.4534 5.4204 -0.5857  0.3391
H -0.5148 4.4456 0.5780  0.2840
O -0.8899 5.2726 0.2615  -0.6418
H 2.4276 -2.9804 -0.4849  0.2487
H 2.8243 -4.3789 0.1003  0.2309
O 3.0469 -3.4406 0.1099  -0.4721
H 3.9235 -0.5575 0.4515  0.2968
O 3.7872 0.1541 -0.2003  -0.2433
H 2.3783 -0.6840 1.7811  0.2479
H 2.4274 -2.1496 2.2929  0.1712
O 2.9338 -1.3430 2.2487  -0.6812
H 0.0933 -0.1590 3.6072  0.2861
O -0.1076 0.3028 4.4388  -0.6005
H 2.8252 -0.7197 -1.6018  0.1418
H 2.8728 -1.1781 -3.0961  0.2008
O 2.2961 -0.7458 -2.4142  -0.2357
H -2.5250 0.7813 -0.4661  0.5693
H -2.7338 0.8937 -2.0391  0.1994
O -2.6393 0.2719 -1.2623  -0.6444
H 0.8215 2.5873 0.7313  -0.0736
H 0.5522 1.9778 2.1024  -0.2279
O 0.2425 2.6671 1.5008  0.5318
H -2.8034 3.0686 -2.7539  0.2274
H -3.7585 1.9779 -3.2552  0.3116
O -2.8211 2.1343 -2.9960  -0.5676
H 2.0440 4.7308 -3.5631  0.3312
H 2.1492 3.7214 -2.4819  0.3368
O 2.3351 3.8069 -3.4307  -0.6544
H 3.3568 4.4687 3.6958  0.3423
H 2.0836 4.3118 2.9280  0.1973
O 2.6718 5.0079 3.2753  -0.6344
H -3.0095 -5.2972 2.9256  0.2839
H -3.0353 -4.7688 1.5023  0.2277
O -2.5118 -4.7189 2.3319  -0.5669
H 5.9948 -2.8385 0.9074  0.3213
H 4.9967 -2.3850 -0.0068  0.2369
O 5.9708 -2.2689 0.1461  -0.6166
H -5.0317 2.3598 3.1559  0.2389
H -3.4802 2.2932 2.7361  0.3705
O -4.3183 1.8443 2.8102  -0.6044
H -1.9641 -4.0023 -1.4370  0.3525
H -2.0165 -3.9824 0.1548  0.1641
O -1.7364 -4.4721 -0.6266  -0.6604
H -2.2703 4.5426 2.6741  0.2577
O -2.1800 3.6076 2.5380  -0.5049
H -3.1741 -1.9634 2.0055  0.1963
H -2.9033 -0.6586 1.6869  0.1223
O -2.5096 -1.5438 1.4426  -0.0575
H 4.6444 0.1201 -0.6959  0.0548
H 0.8907 -5.6732 -3.9928  0.3191
H 0.6461 0.8663 4.7146  0.3010
H -0.8872 -1.5096 1.8545  -0.0215
H -3.9099 -0.9328 -0.9521  0.3904
H -1.2941 3.4652 2.1615  0.0454
O 1.4259 -4.6435 2.0272  -0.5224
H 1.7623 -5.4077 2.5125  0.2459
H 0.8217 -5.1055 1.4380  0.3156
O 0.3419 2.0481 -3.4287  -0.5333
H 0.5553 1.1865 -3.0586  0.2021
H 1.2056 2.3626 -3.7442  0.3113
O 3.3653 -3.5376 -3.2489  -0.5393
H 2.9569 -4.0519 -2.5909  0.2591
H 3.5892 -3.8503 -4.1284  0.2585
O -4.7499 -0.7190 -3.9865  -0.6542
H -4.4143 -0.1687 -3.3374  0.4918
H -5.5900 -1.1469 -3.9569  0.2783
O -0.7612 -0.2042 -5.5793  -0.6091
H -0.8276 -0.1114 -4.6003  0.2501
H -1.3271 -0.9549 -5.7783  0.3234
O 6.7353 1.3489 -0.7059  -0.7376
H 6.3763 0.8697 -1.4625  0.4656
H 6.6261 0.7252 0.0455  0.2958
O 0.1948 -2.6618 -3.5569  -0.6166
H 0.4822 -1.7368 -3.6050  0.0939
H 1.0821 -3.0131 -3.3887  0.4583

Its net charge is 0.

d:
Formula: H80O40
Source: the Open Molecules 2025 dataset
Level of theory: the ωB97M-V functional and the def2-TZVPD basis

Last column: Mulliken charge in e.
Atoms and positions in Å:
H -2.4549 -1.1225 -4.2746  0.1215
H -2.2436 0.3930 -4.2352  0.3655
O -2.8419 -0.2190 -4.6376  -0.6875
H -0.4106 -5.3783 3.0013  0.2777
H -0.8385 -3.9456 2.8136  0.1896
O -0.5517 -4.6805 2.3836  -0.5220
H 4.8114 1.5658 -0.0126  0.2607
H 5.6790 0.4590 -0.6200  0.3800
O 5.4756 1.3263 -0.4755  -0.6101
H 2.9162 1.3127 3.9201  0.4909
H 2.4161 2.3572 2.9735  0.2667
O 2.2006 1.4670 3.1971  -0.7290
H -2.9629 -2.1043 -1.7800  0.3379
H -2.6265 -0.7196 -1.2763  0.0899
O -2.5428 -1.6774 -1.0653  -0.3809
H -2.2935 1.2203 5.7360  0.2605
O -2.3239 0.4980 5.2662  -0.5727
H -5.2102 -1.2560 0.0357  0.2455
O -4.9862 -0.4739 0.6940  -0.5550
H -3.9820 1.5209 -0.1887  0.1052
H -4.7705 2.5523 -1.2607  0.3094
O -4.4308 1.7253 -1.1852  -0.5538
H -0.2412 -5.8150 0.4827  0.2633
H -1.0228 -6.7344 -0.2258  0.2643
O -0.6781 -5.8351 -0.4436  -0.5676
H 2.1460 1.4691 0.5247  -0.0789
H 2.9771 1.3093 1.8608  0.5356
O 2.9988 1.1896 0.8633  -0.0710
H 3.2696 -0.2790 4.2447  0.1980
H 4.1323 -0.2889 5.5003  0.2909
O 4.0354 0.0967 4.6786  -0.6650
H 4.7587 -0.5913 2.1743  0.3192
O 5.3456 -1.3491 2.0755  -0.6754
H 4.3517 4.7998 -1.0464  0.3018
H 3.6435 5.8536 -0.1485  0.2588
O 3.6082 5.0161 -0.5448  -0.5629
H -0.0891 -3.0496 -3.3937  0.1308
H -0.0980 -2.0867 -4.3913  0.2631
O -0.0657 -2.2006 -3.4956  -0.6083
H 2.7395 3.5204 1.2362  0.1937
H 1.9864 4.4409 2.1682  0.3130
O 2.4890 3.6227 2.1385  -0.6341
H 1.0466 -4.7202 -2.3529  0.2881
H 2.5229 -4.6882 -2.4532  0.3018
O 1.7944 -4.3581 -2.9712  -0.6057
H -0.6844 -1.2064 2.9343  0.3110
H 0.7889 -0.9196 3.5802  0.3152
O 0.0389 -1.4436 3.5131  -0.6578
H 5.5211 -2.1121 -0.1170  0.2926
H 4.2531 -1.2516 -0.2766  0.3460
O 5.2050 -1.3733 -0.5970  -0.6761
H -1.7730 2.8909 -0.3039  0.1559
O -1.7980 2.4944 -1.2845  0.0088
H -0.0910 -1.9977 1.3147  0.0314
H -1.4673 -1.8647 0.4393  0.1333
O -0.8625 -1.4636 1.1560  -0.1940
H -0.0228 -0.4798 -3.2958  0.3160
O 0.1368 0.4874 -3.1492  -0.6941
H -2.5388 2.5128 3.4763  0.1770
H -2.6115 3.0485 4.7678  0.3574
O -1.8849 2.8587 4.1992  -0.6555
H 1.4543 -2.9226 -0.8963  0.2811
H 2.2710 -3.4326 0.2101  0.2486
O 2.4195 -3.2097 -0.6582  -0.5474
H -4.4421 1.6852 4.4336  0.3688
H -4.3963 2.8730 3.3910  0.3100
O -5.0099 2.2820 3.9271  -0.6556
H -4.7355 -0.0173 -2.1682  0.3721
H -4.7390 -0.9105 -3.2531  0.2189
O -4.8681 -1.0526 -2.4322  -0.5833
H 2.7705 -2.3046 2.8349  -0.1845
H 2.1618 -1.1372 1.8891  0.1918
O 2.6594 -1.3210 2.8570  0.2668
H 3.0388 1.1803 -3.6737  0.5006
H 2.7951 -0.2913 -2.6640  0.2990
O 2.6141 0.1462 -3.6774  -0.7534
H 2.3599 -5.4632 2.6949  0.2335
H 1.2539 -4.6429 2.1589  0.2822
O 2.0550 -4.6437 2.4350  -0.4643
H -3.5549 0.0906 1.5938  0.3295
H -4.6921 1.3468 2.0314  0.4241
O -3.8611 0.7176 2.3156  -0.6416
H 4.1332 1.9419 -2.5715  0.3964
H 2.9484 3.0044 -2.7579  0.2781
O 3.5491 2.4654 -3.2016  -0.7053
H 1.0315 1.3203 -1.9086  0.2191
H 1.7467 2.3108 -0.8467  0.1955
O 1.0401 1.7004 -1.0661  -0.4178
H -2.7152 3.1027 -3.4398  0.2133
O -3.1639 2.3850 -3.8766  -0.6415
H -2.1699 -3.7541 -3.4498  0.3797
H -1.7466 -2.2651 -3.5469  0.4581
O -2.5570 -2.8960 -3.8094  -0.7417
H -0.9920 2.1097 -1.3374  0.0624
H -1.7755 0.4516 4.4179  0.3580
H 0.9241 0.5860 -3.8023  0.1462
H -5.6670 -0.7223 1.4677  0.2998
H 6.0655 -1.0228 1.5469  0.3028
H -3.2944 2.3240 -4.7797  0.2436
O -0.4611 5.4267 2.5737  -0.5852
H -0.5038 4.6107 3.1641  0.3528
H -1.0536 5.8309 2.1380  0.2192
O -1.1995 0.9894 0.4491  0.5274
H -1.3532 0.3024 1.2904  -0.1413
H -0.3056 1.0605 0.4979  0.0234
O 0.0975 0.6657 -6.7635  -0.6438
H -0.8392 0.5151 -6.7339  0.3277
H 0.5484 0.6123 -5.9921  0.2953
O -2.1955 5.2266 0.0646  -0.5697
H -1.4234 5.1588 -0.4145  0.2909
H -2.7950 5.9442 0.1420  0.2686
O -4.5338 4.3989 -2.4277  -0.6463
H -3.6532 4.6984 -2.4758  0.3038
H -4.3569 3.3978 -2.5416  0.3186
O -1.8177 -5.3088 -2.6140  -0.6737
H -2.5720 -5.6618 -2.1203  0.3142
H -1.3582 -4.8634 -1.9291  0.4085
O 4.5502 -3.2727 4.1377  -0.6511
H 3.8513 -3.6575 3.6044  0.3152
H 4.5739 -2.4111 3.7155  0.2908

Its net charge is 0.

How do the energies compare? Relative to the most stable structure, in eV: a 11.820; b 0.000; c 1.017; d 12.241.